{"formula": "C5H15NO2", "method": "ωB97M-V/def2-TZVPD", "symbols": ["C", "C", "C", "C", "C", "N", "H", "H", "H", "H", "H", "H", "H", "H", "H", "H", "H", "O", "H", "H", "O", "H", "H"], "coordinates": [[1.98670, 1.85059, -0.53664], [0.78360, 0.91597, -0.77141], [0.67585, -0.17713, 0.19608], [1.29676, -1.48524, -0.14129], [-0.22889, -0.20079, 1.26699], [-0.12700, -1.11065, 2.30723], [2.34938, 2.27701, -1.44854], [1.48434, 2.65140, -0.06153], [2.76707, 1.47741, 0.10594], [-0.17928, 1.46842, -1.07949], [0.97905, 0.52658, -1.77448], [0.96343, -1.91377, -1.12736], [1.04974, -2.28307, 0.61222], [2.41515, -1.47189, -0.22269], [-0.64654, 0.70147, 1.69597], [0.33235, -2.01492, 2.03941], [-1.07110, -1.40519, 2.68820], [-2.17810, -1.42798, -0.02720], [-2.68180, -1.86446, -0.60155], [-1.99505, -0.49902, -0.49245], [-2.59696, 1.01544, -1.02412], [-3.34765, 1.42445, -1.24476], [-2.03106, 1.54539, -0.35854]], "atomic_forces_ev_per_a": [[-1.5, 0.3, 0.2], [-0.1, 0.6, -2.5], [-3.4, -1.2, 2.4], [1.0, -1.7, -0.5], [3.8, 1.2, -1.0], [-1.5, -2.9, 0.7], [0.5, 0.0, -0.6], [0.2, 1.3, 1.1], [0.2, -0.3, 0.0], [1.3, -0.4, 1.3], [0.0, -0.8, 0.0], [0.1, 0.6, 0.7], [0.4, 0.8, -1.0], [-0.8, 0.2, 0.2], [-0.6, 0.4, -0.8], [-0.6, 1.4, 0.4], [1.4, 0.7, -0.6], [3.7, 5.0, 2.2], [-3.3, -2.8, -3.7], [-0.9, -3.1, 1.4], [6.3, -1.2, 2.6], [-4.4, 2.8, -1.0], [-1.8, -1.0, -1.7]], "smiles": "CC/C(C)=C/N.O.O", "total_energy_ev": -11011.005, "e_homo_ev": -7.446, "gap_ev": 7.95, "spin_multiplicity": 1, "max_force_ev_per_a": 6.865, "de_lowest_kj_mol": 283.8, "molar_mass_g_mol": 121.18}